one | Entry from the OMol25 dataset: C10H11NO2 as an isolated structure (wB97M-V/def2-TZVPD).

```
24
Properties=species:S:1:pos:R:3:nbo_charge:R:1
C 1.246 -0.450 0.267 -0.142
C 0.494 -1.341 1.137 -0.182
C -0.869 0.069 -0.918 -0.153
C 0.516 0.251 -0.733 -0.216
C -0.817 -1.591 0.848 -0.040
C -1.556 -0.882 -0.107 0.008
C 3.576 4.035 -0.796 -0.014
C 1.196 1.302 -1.449 0.704
C -1.516 -2.481 1.753 -0.628
C -3.051 -1.156 -0.286 -0.645
N 2.006 2.439 -0.254 -0.318
O 1.290 1.729 -2.497 -0.478
O 2.677 3.191 -1.099 -0.217
H 2.309 -0.451 0.338 0.229
H 1.000 -2.039 1.886 0.216
H -1.382 0.678 -1.619 0.220
H 4.028 4.700 -1.477 0.172
H 3.894 4.068 0.214 0.150
H -2.110 -3.257 1.282 0.218
H -0.668 -3.069 2.293 0.208
H -2.100 -2.012 2.517 0.226
H -3.596 -0.217 -0.590 0.228
H -3.027 -1.806 -1.210 0.228
H -3.540 -1.712 0.496 0.227
```

Its HOMO energy (alpha / beta) is -7.734 / -8.293 eV. Its spin multiplicity is 1.



two | Entry from the OMol25 dataset: one molecule with the formula C10H11NO2 (wB97M-V/def2-TZVPD).

```
24
Properties=species:S:1:pos:R:3:nbo_charge:R:1
C 2.766 -0.872 0.627 -0.347
C 1.485 -1.267 0.429 -0.247
C 0.349 -0.330 0.088 0.108
C -1.059 -0.734 0.224 -0.110
C -1.449 -1.117 1.495 -0.174
C -2.813 -1.474 1.740 -0.215
C -3.743 -1.388 0.698 -0.190
C -3.373 -0.870 -0.534 -0.231
C -2.050 -0.583 -0.773 -0.133
N 0.570 0.925 -0.398 0.357
O -0.326 1.740 -0.760 -0.423
O 2.092 1.638 -0.721 -0.502
C 2.379 2.871 -1.570 -0.250
H 3.429 -1.678 0.912 0.197
H 3.161 0.086 0.306 0.245
H 1.151 -2.355 0.540 0.227
H -0.645 -1.267 2.219 0.222
H -3.089 -1.811 2.742 0.218
H -4.736 -1.850 0.885 0.218
H -4.089 -0.948 -1.289 0.217
H -1.717 -0.327 -1.873 0.230
H 1.368 3.227 -1.585 0.214
H 2.883 2.693 -2.477 0.184
H 2.928 3.549 -1.052 0.185
```

Its HOMO energy (alpha / beta) is -8.279 / -8.282 eV. Its spin multiplicity is 1. The SMILES is C=C/C(c1ccccc1)=[N+](/[O-])OC.



three | Entry from the OMol25 dataset: one molecule with the formula C10H11NO2 (wB97M-V/def2-TZVPD).

```
24
Properties=species:S:1:pos:R:3:nbo_charge:R:1
C 3.449 0.369 0.662 -0.220
C 3.545 -0.993 0.452 -0.207
C 2.442 1.106 0.099 -0.235
C 2.594 -1.686 -0.268 -0.317
C 1.427 0.439 -0.549 -0.130
C 1.530 -0.919 -0.729 0.189
C 0.152 1.257 -1.039 -0.397
C -0.868 1.137 0.161 -0.439
C -1.909 0.021 -0.015 0.463
C -4.190 -0.387 0.392 -0.284
N -1.694 -1.118 -0.460 -0.036
O -2.337 -2.203 -0.547 -0.294
O -3.078 0.446 0.510 -0.497
H 4.430 0.730 1.031 0.218
H 4.390 -1.525 0.960 0.215
H 2.619 2.161 0.239 0.223
H 2.622 -2.780 -0.497 0.235
H 0.402 2.265 -1.130 0.218
H -0.314 0.738 -1.974 0.232
H -0.208 0.824 1.003 0.228
H -1.453 1.864 0.547 0.231
H -3.920 -1.500 0.188 0.227
H -4.916 0.138 -0.412 0.183
H -4.715 -0.384 1.375 0.192
```

Its HOMO energy (alpha / beta) is -9.050 / -8.692 eV. Its spin multiplicity is 1.



Energies relative to the most stable structure, in kJ/mol: one 0.0; two 78.7; three 95.9.



one | Entry from the OMol25 dataset: one molecule with the formula C3H7IOS2 (wB97M-V/def2-TZVPD).

```
14
Properties=species:S:1:pos:R:3:mulliken_spin:R:1
C 1.286 -0.602 0.528 0.020
C -0.767 0.842 0.865 -0.009
C 0.551 0.660 0.145 0.024
O 1.080 0.620 -2.639 0.279
S -1.023 -1.495 -1.294 0.858
S 0.076 0.839 -1.643 0.426
I -3.113 -2.892 -1.498 0.408
H 0.615 -1.208 1.127 -0.003
H 1.722 -0.959 -0.449 -0.009
H 2.039 -0.336 1.277 -0.004
H -1.449 0.073 0.631 -0.005
H -1.198 1.857 0.622 0.003
H -0.842 0.988 1.930 -0.002
H 1.023 1.614 0.399 0.014
```

As for the expectation value of S²: 2.04. Its HOMO energy (alpha / beta) is -7.922 / -8.937 eV. Its spin multiplicity is 3.



two | Entry from the OMol25 dataset: one molecule with the formula C3H7IOS2 (wB97M-V/def2-TZVPD).

```
14
Properties=species:S:1:pos:R:3:mulliken_spin:R:1
C -1.232 -0.484 0.724 0.007
C -0.281 0.883 -1.243 0.004
C -0.077 0.376 0.109 0.058
O 1.351 -0.680 2.013 0.066
S 1.173 -2.413 -0.266 0.848
S 1.337 -0.707 0.568 0.168
I 3.209 0.610 -0.376 0.842
H -1.310 -0.300 1.826 -0.001
H -2.246 -0.181 0.339 0.005
H -1.036 -1.588 0.584 0.006
H -0.290 0.051 -1.993 -0.002
H 0.571 1.570 -1.586 -0.001
H -1.179 1.564 -1.527 0.004
H 0.009 1.298 0.829 -0.003
```

As for the expectation value of S²: 2.01. Its HOMO energy (alpha / beta) is -6.941 / -9.587 eV. Its spin multiplicity is 3.



Energies relative to the most stable structure, in kJ/mol: one 0.0; two 60.7.



one | Entry from the OMol25 dataset: one molecule with the formula C7H19N3 (wB97M-V/def2-TZVPD).

```
29
Properties=species:S:1:pos:R:3:nbo_charge:R:1
C 0.082 1.622 -1.356 -0.647
C -0.325 0.222 -0.958 0.030
N 0.488 -0.763 -2.247 -0.580
N 1.918 -0.609 -2.346 -0.713
C 0.210 -0.431 0.256 0.170
C 1.619 -0.072 0.644 -0.673
C -0.094 -1.905 0.462 -0.643
N -0.980 0.521 1.006 -0.483
C -0.587 1.366 2.109 -0.407
C -2.303 -0.030 1.205 -0.409
H -0.165 1.766 -2.406 0.227
H 1.152 1.778 -1.252 0.217
H -0.450 2.362 -0.762 0.223
H -1.328 -0.060 -1.261 0.210
H 0.294 -1.751 -2.094 0.322
H 2.388 -1.503 -2.480 0.345
H 2.100 -0.059 -3.181 0.347
H 1.773 0.997 0.761 0.218
H 1.899 -0.572 1.571 0.212
H 2.271 -0.372 -0.186 0.271
H 0.747 -2.507 0.115 0.220
H -0.975 -2.231 -0.088 0.214
H -0.253 -2.098 1.524 0.223
H -1.342 2.145 2.268 0.194
H -0.476 0.804 3.049 0.161
H 0.340 1.889 1.884 0.198
H -2.604 -0.627 0.346 0.194
H -2.363 -0.660 2.105 0.162
H -3.036 0.778 1.312 0.199
```

Its HOMO energy is -7.076 eV. Its spin multiplicity is 1. The SMILES is C[C@@H](NN)C(C)(C)N(C)C.



two | Entry from the OMol25 dataset: one molecule with the formula C7H19N3 (wB97M-V/def2-TZVPD).

```
29
Properties=species:S:1:pos:R:3:nbo_charge:R:1
C -1.193 1.673 1.661 -0.424
N -1.355 0.498 0.740 -0.459
C -1.600 -0.826 1.483 -0.431
C -0.155 0.402 -0.072 0.299
N -0.352 -0.669 -1.142 -0.480
C -1.566 -0.424 -1.888 -0.427
C 0.714 -0.591 -2.118 -0.420
N 1.153 0.146 0.606 -0.503
C 2.365 0.947 0.106 -0.431
C 1.716 -1.160 0.763 -0.411
H -1.272 2.497 0.910 0.204
H -1.905 1.686 2.431 0.203
H -0.133 1.584 2.067 0.195
H -0.798 -1.045 2.242 0.183
H -2.500 -0.676 2.051 0.197
H -1.829 -1.595 0.792 0.214
H 0.045 1.409 -0.622 0.172
H -1.652 -0.927 -2.949 0.206
H -2.411 -0.815 -1.303 0.206
H -1.826 0.716 -2.096 0.171
H 0.634 -1.450 -2.866 0.200
H 0.556 0.346 -2.668 0.172
H 1.659 -0.807 -1.709 0.200
H 3.116 0.948 0.894 0.208
H 2.723 0.705 -0.902 0.189
H 2.045 2.041 0.197 0.200
H 2.422 -1.244 1.625 0.190
H 0.920 -1.873 0.909 0.214
H 2.394 -1.442 -0.050 0.160
```

Its HOMO energy is -8.544 eV. Its spin multiplicity is 1. The SMILES is CN(C)C(N(C)C)N(C)C.



Energies relative to the most stable structure, in kJ/mol: one 77.1; two 0.0.



one | Entry from the OMol25 dataset: CNO4S as an isolated structure (wB97M-V/def2-TZVPD).

```
7
Properties=species:S:1:pos:R:3:nbo_charge:R:1
C -1.391 -0.420 0.052 0.507
N 1.287 0.304 -0.081 0.730
O 0.061 0.521 -0.414 -0.527
O -1.100 -1.521 0.335 -0.549
O 1.750 0.950 0.836 -0.470
O 1.942 -0.500 -0.704 -0.461
S -2.549 0.667 -0.023 -0.230
```

The charge is -1. Its HOMO energy is -5.067 eV. Its spin multiplicity is 1.



two | Entry from the OMol25 dataset: CNO4S as an isolated structure (wB97M-V/def2-TZVPD).

```
7
Properties=species:S:1:pos:R:3:nbo_charge:R:1
C 1.289 -1.263 -0.955 0.988
N -0.856 1.316 1.103 0.531
O 1.991 -2.124 -0.633 -0.602
O 0.925 -0.383 -1.641 -0.600
O -1.370 1.660 2.137 -0.412
O -0.410 1.959 0.246 -0.349
S -0.246 -1.106 0.872 -0.557
```

The charge is -1. Its HOMO energy (alpha / beta) is -4.420 / -4.208 eV. Its spin multiplicity is 1.



Energies relative to the most stable structure, in kJ/mol: one 0.0; two 38.2.



one | Entry from the OMol25 dataset: an isolated ion of composition C7H14N and charge +1 (wB97M-V/def2-TZVPD).

```
22
Properties=species:S:1:pos:R:3:nbo_charge:R:1
C 3.834 0.727 2.012 -0.309
C 2.733 0.178 1.616 -0.270
C 1.813 0.668 0.691 -0.147
C 0.656 0.007 0.451 -0.222
C -0.184 0.443 -0.673 -0.447
C -1.547 -0.176 -0.326 0.024
C -1.600 -1.654 -0.882 -0.615
N -2.647 0.397 -1.373 -0.733
H 4.555 0.319 2.787 0.223
H 4.103 1.828 1.801 0.198
H 2.467 -0.831 2.189 0.211
H 1.869 1.737 0.407 0.218
H 0.343 -0.891 0.848 0.194
H -0.077 0.101 -1.662 0.210
H -0.204 1.587 -0.642 0.227
H -2.003 0.121 0.615 0.239
H -2.758 -1.890 -0.880 0.191
H -1.070 -2.312 -0.170 0.259
H -1.337 -1.755 -1.904 0.231
H -3.462 -0.387 -1.486 0.444
H -2.359 0.614 -2.398 0.451
H -3.124 1.170 -1.021 0.425
```

The charge is +1. Its HOMO energy is -11.783 eV. Its spin multiplicity is 1. The SMILES is C=C/C=C/C[C@H](C)[NH3+].



two | Entry from the OMol25 dataset: an isolated ion of composition C7H14N and charge +1 (wB97M-V/def2-TZVPD).

```
22
Properties=species:S:1:pos:R:3:nbo_charge:R:1
C -0.176 -0.558 1.903 -0.679
C -0.044 -0.637 0.431 0.085
C 0.682 -1.770 -0.298 -0.617
C -1.742 -0.736 -0.400 -0.104
C -1.381 0.388 -1.000 -0.264
C -0.029 0.709 -0.441 0.048
C 1.073 0.720 -1.450 -0.674
N -0.054 1.846 0.599 -0.711
H -0.281 -1.584 2.407 0.285
H -1.000 -0.073 2.214 0.214
H 0.778 0.022 2.211 0.204
H 0.238 -2.026 -1.147 0.225
H 0.591 -2.653 0.442 0.227
H 1.665 -1.575 -0.404 0.208
H -2.465 -1.526 -0.452 0.236
H -1.844 0.890 -1.728 0.205
H 1.411 1.697 -1.652 0.234
H 0.810 0.535 -2.468 0.269
H 2.016 0.180 -1.194 0.247
H -0.811 2.439 0.353 0.440
H 0.868 2.323 0.510 0.453
H -0.303 1.391 1.564 0.471
```

The charge is +1. Its HOMO energy is -13.277 eV. Its spin multiplicity is 1. The SMILES is CC1(C)C=C[C@@]1(C)[NH3+].



Energies relative to the most stable structure, in kJ/mol: one 0.0; two 75.7.



one | Entry from the OMol25 dataset: an isolated ion of composition C7H14N and charge +1 (wB97M-V/def2-TZVPD).

```
22
Properties=species:S:1:pos:R:3:nbo_charge:R:1
C 2.693 0.293 0.573 -0.373
C 1.409 0.492 0.781 -0.180
C 0.111 -0.367 -0.107 0.102
C 0.067 -1.784 0.419 -0.656
C 0.265 -0.452 -1.677 -0.624
N -1.129 0.347 0.149 -0.265
C -2.250 -0.106 0.633 0.101
C -1.109 1.740 -0.132 -0.487
H 3.298 1.061 1.067 0.237
H 3.214 -0.318 -0.151 0.228
H 0.985 0.927 1.679 0.211
H 1.085 -2.174 0.714 0.270
H -0.342 -2.483 -0.414 0.231
H -0.614 -1.924 1.271 0.217
H 1.007 -1.169 -1.975 0.249
H -0.776 -0.710 -1.953 0.218
H 0.617 0.495 -2.217 0.241
H -2.411 -1.181 0.865 0.246
H -3.054 0.665 0.845 0.241
H -1.419 2.277 -1.102 0.285
H -0.015 2.140 -0.044 0.267
H -1.632 2.234 0.777 0.241
```

The charge is +1. Its HOMO energy is -13.762 eV. Its spin multiplicity is 1. The SMILES is C=CC(C)(C)[N+](=C)C.



two | Entry from the OMol25 dataset: an isolated ion of composition C7H14N and charge +1 (wB97M-V/def2-TZVPD).

```
22
Properties=species:S:1:pos:R:3:nbo_charge:R:1
C 0.573 0.029 -1.969 -0.469
C -0.984 1.405 -0.221 -0.545
C -0.357 -1.084 -1.395 -0.267
C -0.627 0.347 -1.204 0.179
C -0.048 1.276 0.982 0.237
C -0.043 -2.224 -0.383 -0.594
C 1.449 1.164 1.052 -0.726
N -0.887 0.317 1.859 -0.740
H 1.479 0.158 -1.533 0.211
H 0.665 -0.031 -3.050 0.257
H -0.853 2.332 -0.889 0.269
H -1.985 1.305 -0.059 0.222
H -0.885 -1.586 -2.071 0.229
H 0.640 -1.778 0.477 0.166
H 0.434 -3.104 -0.932 0.255
H -0.891 -2.633 -0.080 0.208
H 1.665 1.842 1.901 0.265
H 1.812 1.748 0.287 0.260
H 1.991 0.171 0.995 0.248
H -0.600 -0.740 1.716 0.457
H -1.843 0.526 1.692 0.438
H -0.705 0.557 2.824 0.440
```

The charge is +1. Its HOMO energy (alpha / beta) is -11.709 / -12.907 eV. Its spin multiplicity is 1.



Energies relative to the most stable structure, in kJ/mol: one 0.0; two 291.1.